Molecular formula: C4H15NO3
Method: DFT, ωB97M-V/def2-TZVPD

Calculated values
Multiplicity ... 1
Highest occupied orbital energy ... -8.5 eV

Last column: natural (NBO) charge in e.
Atoms and positions in Å:
C1 1.29 1.70 1.12  -0.40
N1 -0.17 1.87 1.20  -0.64
C2 -1.04 1.17 0.22  -0.24
C3 -0.54 0.31 -0.99  0.09
C4 -0.53 1.18 -2.24  -0.63
O1 0.78 -0.21 -0.74  -0.74
H1 1.59 1.74 0.07  0.20
H2 1.76 2.56 1.60  0.19
H3 1.62 0.74 1.53  0.16
H4 -0.47 1.72 2.14  0.36
H5 -1.59 1.99 -0.24  0.18
H6 -1.78 0.54 0.72  0.19
H7 -1.17 -0.55 -1.09  0.16
H8 0.00 0.66 -3.04  0.19
H9 -0.04 2.09 -2.04  0.22
H10 -1.51 1.44 -2.64  0.22
H11 1.15 -0.54 -1.56  0.47
O2 1.38 -2.07 2.12  -0.95
H12 0.76 -2.68 1.73  0.48
H13 1.47 -1.31 1.54  0.48
O3 -1.32 -3.01 -0.60  -0.95
H14 -2.15 -2.72 -0.99  0.48
H15 -0.56 -2.68 -1.08  0.48


Molecular formula: C4H15NO3
Method: DFT, ωB97M-V/def2-TZVPD

Calculated values
Multiplicity ... 1
Highest occupied orbital energy ... -9.5 eV

Last column: natural (NBO) charge in e.
Atoms and positions in Å:
C1 1.62 -0.68 -1.83  -0.62
C2 0.57 -0.63 -0.71  -0.04
N1 -0.69 0.00 -1.13  -0.89
C3 1.21 -0.02 0.54  -0.43
C4 0.17 0.13 1.67  -0.06
O1 -0.08 -1.10 2.33  -0.75
H1 2.43 -1.28 -1.39  0.21
H2 2.15 0.25 -2.06  0.21
H3 1.30 -1.14 -2.76  0.21
H4 0.33 -1.67 -0.53  0.18
H5 -0.88 -0.16 -2.10  0.37
H6 -0.73 1.00 -0.99  0.39
H7 1.95 -0.76 0.85  0.22
H8 1.70 0.94 0.40  0.21
H9 0.55 0.82 2.44  0.17
H10 -0.76 0.52 1.26  0.16
H11 -0.95 -1.43 2.05  0.49
O2 -0.82 2.84 0.09  -0.96
H12 -1.28 2.65 0.91  0.48
H13 -0.77 3.79 -0.02  0.48
O3 -2.58 -1.26 0.63  -0.99
H14 -2.33 -2.15 0.37  0.46
H15 -2.09 -0.67 0.00  0.50


Molecular formula: C4H15NO3
Method: DFT, ωB97M-V/def2-TZVPD

Calculated values
Net charge ... +1
Multiplicity ... 2
Highest occupied orbital energy (spin up / spin down) ... -14.8 / -14.8 eV

Last column: Löwdin spin population.
Atoms and positions in Å:
C1 2.05 1.36 0.51  0.05
N1 1.09 0.35 0.02  0.62
C2 1.30 -0.95 0.68  0.06
C3 1.07 0.31 -1.47  0.07
C4 -0.24 -0.31 -2.08  0.02
O1 -0.75 -1.36 -1.19  0.01
H1 1.63 1.70 1.46  0.02
H2 3.06 0.98 0.64  0.02
H3 1.99 2.26 -0.10  0.00
H4 0.52 -1.01 1.45  0.03
H5 2.26 -0.95 1.20  0.02
H6 1.25 -1.80 0.01  0.00
H7 1.86 -0.40 -1.71  0.04
H8 1.23 1.33 -1.79  0.00
H9 0.10 -0.94 -2.90  0.00
H10 -1.09 0.34 -2.17  0.00
H11 -1.22 -0.94 -0.46  0.00
H12 -0.83 0.86 0.56  0.01
H13 -1.07 1.70 1.71  0.00
O2 -1.51 1.42 0.89  0.03
H14 -2.57 -0.02 1.55  0.00
H15 -2.98 -1.54 1.68  0.00
O3 -2.27 -0.91 1.81  0.00


Molecular formula: C4H15NO3S
Method: DFT, ωB97M-V/def2-TZVPD

Calculated values
Multiplicity ... 1
Highest occupied orbital energy ... -9.4 eV

Last column: natural (NBO) charge in e.
Atoms and positions in Å:
N1 0.99 0.42 -1.63  -0.83
C1 0.92 -0.02 -0.18  -0.06
C2 1.73 0.82 0.75  -0.10
O1 3.00 0.90 0.03  -0.78
C3 -0.51 -0.16 0.37  -0.45
C4 -1.01 -1.58 0.34  -0.54
S1 -1.01 -2.41 1.95  -0.04
H1 0.71 1.39 -1.66  0.34
H2 1.98 0.52 -1.74  0.38
H3 1.53 -1.03 -0.19  0.19
H4 2.03 0.15 1.58  0.19
H5 1.47 1.86 0.99  0.19
H6 3.60 1.64 0.16  0.49
H7 -0.54 0.31 1.36  0.21
H8 -1.08 0.54 -0.33  0.23
H9 -0.36 -2.13 -0.37  0.22
H10 -2.01 -1.67 -0.12  0.25
H11 0.37 -2.55 2.18  0.13
O2 -1.29 -1.60 -3.18  -0.94
H12 -0.70 -1.18 -2.50  0.48
H13 -1.24 -2.52 -2.92  0.46
O3 -2.92 3.15 1.57  -0.93
H14 -3.51 2.38 1.51  0.47
H15 -2.16 2.77 2.03  0.46


Molecular formula: C4H15NO4
Method: DFT, ωB97M-V/def2-TZVPD

Calculated values
Multiplicity ... 1
Highest occupied orbital energy ... -10.1 eV

Last column: natural (NBO) charge in e.
Atoms and positions in Å:
C1 -0.20 1.56 -1.42  -0.66
C2 -0.94 0.37 -1.88  -0.49
C3 -0.81 -0.77 -0.90  0.68
O1 -0.16 -1.77 -1.15  -0.62
N1 -1.34 -0.68 0.40  -0.66
C4 -1.54 -1.75 1.45  -0.44
H1 0.48 1.40 -0.66  0.25
H2 0.36 2.05 -2.27  0.23
H3 -0.69 2.51 -1.09  0.21
H4 -0.59 -0.05 -2.87  0.26
H5 -2.17 0.53 -2.03  0.22
H6 -1.86 0.13 0.72  0.38
H7 -0.89 -2.54 1.10  0.23
H8 -2.52 -2.26 1.69  0.21
H9 -1.25 -1.41 2.49  0.22
O2 3.66 -0.13 -1.12  -0.97
H10 3.46 -0.76 -1.81  0.46
H11 2.90 -0.28 -0.51  0.49
O3 -0.11 1.25 2.65  -0.93
H12 -0.70 1.39 1.86  0.46
H13 0.51 1.95 2.56  0.47
O4 1.61 0.07 0.66  -0.96
H14 1.95 -0.14 1.50  0.48
H15 0.84 -0.66 0.65  0.50


Molecular formula: C4H15NO4P2
Method: DFT, ωB97M-V/def2-TZVPD

Calculated values
Multiplicity ... 1
Highest occupied orbital energy ... -8.3 eV

Last column: natural (NBO) charge in e.
Atoms and positions in Å:
N1 -3.38 0.43 1.10  -1.32
P1 -3.15 0.67 -0.51  1.81
O1 -2.15 -0.66 -1.06  -0.95
O2 -2.23 2.14 -0.68  -0.97
P2 -5.10 0.75 -1.57  -0.09
H1 -2.92 -0.50 1.38  0.39
H2 -2.54 -1.02 -1.92  0.49
H3 -1.32 1.93 -1.10  0.52
H4 -6.05 1.35 -0.65  0.07
H5 -5.49 -0.66 -1.64  0.05
C1 1.22 1.34 1.18  -0.26
O3 1.66 1.03 -0.13  -0.56
C2 3.05 0.66 -0.16  -0.09
C3 3.21 -0.85 -0.33  -0.09
O4 2.80 -1.55 0.85  -0.55
C4 1.53 -2.18 0.69  -0.26
H6 0.13 1.48 1.15  0.20
H7 1.44 0.53 1.88  0.18
H8 1.68 2.27 1.52  0.17
H9 3.57 1.01 0.74  0.18
H10 3.49 1.16 -1.03  0.18
H11 4.27 -1.08 -0.48  0.18
H12 2.67 -1.21 -1.21  0.18
H13 1.61 -3.01 -0.03  0.16
H14 0.77 -1.47 0.35  0.18
H15 1.22 -2.58 1.65  0.19


Molecular formula: C4H15NO6S
Method: DFT, ωB97M-V/def2-TZVPD

Calculated values
Multiplicity ... 1
Highest occupied orbital energy ... -9.2 eV

Last column: natural (NBO) charge in e.
Atoms and positions in Å:
O1 2.33 -0.76 1.49  -0.65
C1 2.16 0.10 0.65  0.55
N1 1.13 0.14 -0.25  -0.62
C2 0.06 -0.86 -0.19  -0.18
C3 -0.66 -0.75 -1.54  0.48
O2 -1.06 0.31 -1.94  -0.56
C4 -0.96 -0.67 0.91  -0.53
S1 -2.23 -1.97 0.88  -0.06
H1 2.86 0.91 0.39  0.13
H2 0.92 1.08 -0.55  0.43
H3 0.56 -1.82 -0.13  0.23
H4 -0.85 -1.68 -2.10  0.14
H5 -1.44 0.30 0.92  0.25
H6 -0.49 -0.70 1.89  0.23
H7 -3.18 -1.17 0.35  0.17
O3 0.64 2.35 1.48  -1.00
H8 0.24 3.21 1.66  0.47
H9 0.76 1.93 2.37  0.50
O4 -3.96 -0.17 -1.66  -0.95
H10 -4.17 -0.65 -2.47  0.47
H11 -3.13 0.26 -1.93  0.48
O5 0.99 0.91 3.78  -0.94
H12 1.88 1.00 4.16  0.48
H13 1.17 0.13 3.23  0.49
O6 1.85 -0.73 -3.83  -0.94
H14 2.04 -0.14 -3.10  0.47
H15 2.54 -0.54 -4.47  0.47


Molecular formula: C4H15O4
Method: DFT, ωB97M-V/def2-TZVPD

Calculated values
Net charge ... -1
Multiplicity ... 1
Highest occupied orbital energy ... -4.7 eV

Last column: natural (NBO) charge in e.
Atoms and positions in Å:
C1 0.69 -1.69 -0.67  -0.06
O1 0.60 -2.25 0.63  -0.79
C2 1.63 -0.47 -0.69  -0.41
C3 1.15 0.83 0.02  -0.43
C4 2.33 1.59 0.63  -0.61
H1 1.10 -2.47 -1.30  0.15
H2 -0.32 -1.43 -1.00  0.19
H3 1.93 -0.26 -1.72  0.17
H4 2.49 -0.88 -0.17  0.18
H5 0.42 0.49 0.76  0.27
H6 0.67 1.41 -0.78  0.18
H7 1.95 2.13 1.51  0.20
H8 2.80 2.33 -0.02  0.19
H9 3.04 0.84 0.99  0.20
H10 -2.05 -0.75 1.81  0.42
H11 -0.13 -1.79 1.11  0.52
O2 -1.55 -0.56 1.01  -1.29
H12 -3.14 -1.20 -0.68  0.48
H13 -3.25 0.26 -0.67  0.50
O3 -3.60 -0.51 -1.20  -1.03
H14 -2.07 1.91 -0.47  0.45
H15 -2.03 0.95 0.72  0.52
O4 -2.67 1.52 0.18  -1.00


Molecular formula: C4H15O4
Method: DFT, ωB97M-V/def2-TZVPD

Calculated values
Net charge ... -1
Multiplicity ... 1
Highest occupied orbital energy ... -4.9 eV

Last column: natural (NBO) charge in e.
Atoms and positions in Å:
C1 -0.51 -1.41 0.72  -0.08
O1 -1.63 -0.68 1.26  -0.78
C2 -0.76 -1.75 -0.72  -0.40
C3 -1.00 -0.47 -1.56  -0.41
C4 -0.78 -0.64 -3.04  -0.61
H1 -0.36 -2.31 1.33  0.15
H2 0.37 -0.77 0.77  0.19
H3 0.15 -2.23 -1.11  0.18
H4 -1.58 -2.46 -0.88  0.19
H5 -2.03 -0.18 -1.38  0.21
H6 -0.34 0.29 -1.13  0.21
H7 -1.25 0.14 -3.67  0.20
H8 0.23 -0.74 -3.43  0.20
H9 -1.35 -1.45 -3.54  0.19
H10 -0.14 1.50 2.81  0.43
H11 -1.23 0.20 1.46  0.52
O2 -0.50 1.93 2.01  -1.09
H12 3.08 1.69 3.32  0.44
H13 2.79 2.19 1.95  0.52
O3 3.35 2.41 2.74  -1.00
H14 1.41 1.27 -0.07  0.43
H15 0.46 1.84 1.39  0.49
O4 1.61 1.64 0.80  -1.19


Molecular formula: C4H16BrN8O4
Method: DFT, ωB97M-V/def2-TZVPD

Calculated values
Multiplicity ... 2
Highest occupied orbital energy (spin up / spin down) ... -9.6 / -9.6 eV

Last column: Löwdin spin population.
Atoms and positions in Å:
Br1 0.58 0.82 -2.14  0.91
C1 0.59 4.16 0.29  0.00
O1 0.70 5.28 0.78  0.00
N1 0.91 3.04 0.91  0.00
N2 0.04 3.97 -0.83  0.01
H1 0.88 2.13 0.47  0.00
H2 1.31 3.01 1.84  0.00
H3 -0.06 3.01 -1.13  0.00
H4 0.11 4.75 -1.47  0.00
C2 2.63 -0.39 1.90  0.00
O2 2.72 -0.64 3.08  0.00
N3 3.75 -0.31 1.31  0.00
N4 1.45 -0.15 1.33  0.00
H5 4.54 -0.58 1.88  0.00
H6 3.74 -0.11 0.32  0.00
H7 1.44 -0.02 0.33  0.00
H8 0.67 -0.09 1.97  0.00
C3 -1.10 -2.77 -2.53  0.00
O3 -1.54 -1.88 -3.20  0.04
N5 0.10 -2.88 -2.04  0.00
N6 -1.84 -3.88 -2.36  0.00
H9 0.73 -2.14 -2.29  0.00
H10 0.25 -3.47 -1.23  0.00
H11 -1.36 -4.69 -2.00  0.00
H12 -2.82 -3.88 -2.62  0.00
C4 -2.52 -0.19 0.44  0.00
O4 -2.67 -0.27 -0.76  0.02
N7 -1.42 0.31 0.94  0.00
N8 -3.20 -0.82 1.34  0.00
H13 -0.84 0.86 0.32  0.00
H14 -1.17 0.33 1.92  0.00
H15 -2.78 -0.95 2.25  0.00
H16 -3.80 -1.56 0.98  0.00


no.,M (g mol⁻¹)
1,125.2
2,125.2
3,125.2
4,157.2
5,141.2
6,203.1
7,205.2
8,127.2
9,127.2
10,320.1